Run i
22
Properties=species:S:1:pos:R:3 method="wB97M-V/def2-TZVPD" smiles=CCSSC.O.O.O gap_ev=8.3 total_charge=0
C -1.2366 1.4184 0.1854
C -1.0936 -0.1280 0.0936
S 0.5931 -0.7918 0.4084
S 1.0392 -0.7448 2.5151
C -0.1731 -0.0513 3.7044
H -2.2509 1.6741 0.4478
H -0.8218 1.7353 -0.8125
H -0.6332 1.8542 0.9570
H -1.9095 -0.5577 0.7413
H -1.3212 -0.5348 -0.8717
H -0.5217 -0.6773 4.6317
H -0.1559 0.9191 4.0349
H -1.1870 -0.3430 3.2722
O 0.8371 -0.4327 -3.7523
H 0.6695 -1.2827 -3.4489
H 1.3333 -0.1536 -3.0750
O 0.9534 -4.8278 -3.6412
H 1.1212 -5.4709 -4.4635
H 0.7757 -5.4056 -2.9659
O 1.3290 4.5191 1.0806
H 1.7725 4.0222 0.4391
H 0.8804 5.2595 0.5197

=====

Run ii
22
Properties=species:S:1:pos:R:3 method="wB97M-V/def2-TZVPD" smiles=CCSSC.O.O.O gap_ev=8.5 total_charge=0
C 2.2887 -1.5951 0.9155
C 1.9722 -0.3735 0.0918
S 0.7405 0.6199 1.0140
S -0.1434 1.7506 -0.5068
C -1.7353 1.9210 0.2667
H 3.0938 -2.1573 0.4746
H 2.6623 -1.3392 1.9074
H 1.4284 -2.2325 1.0677
H 1.5991 -0.5965 -0.9005
H 2.8398 0.2881 0.0051
H -2.4420 2.3487 -0.4508
H -1.7910 2.5638 1.1329
H -2.1330 0.9530 0.5918
O 2.4530 1.0823 -3.0142
H 1.5807 1.0955 -2.6013
H 2.2878 0.6800 -3.8735
O -4.3973 0.7864 1.9257
H -3.6780 0.8615 2.5642
H -5.1850 1.0311 2.4239
O -0.2341 -2.5524 -1.3290
H -0.7285 -1.8222 -0.9255
H -0.4785 -3.3133 -0.7795

=====

Which of them is most stable, and which least? Most stable: run ii; least stable: run i.

=====

Run i
54
Properties=species:S:1:pos:R:3 method="wB97M-V/def2-TZVPD" gap_ev=9.9 total_charge=0
O 18.5107 8.4000 18.6766
H 18.0041 9.1188 19.0548
H 17.9301 8.0171 18.0190
O 18.0864 5.7185 16.5034
H 17.2772 6.1936 16.6926
H 18.0777 4.9785 17.1105
O 15.7967 7.4242 16.9293
H 15.6416 7.2621 15.9987
H 14.9445 7.6946 17.2711
O 13.5247 3.3412 21.7686
H 14.3604 2.8937 21.6365
H 13.7583 4.1637 22.1991
O 20.1531 7.3993 21.4511
H 20.5023 8.1997 21.8433
H 19.2235 7.5837 21.3169
O 18.7132 3.3239 24.5416
H 17.9628 2.8865 24.9438
H 18.3708 3.6845 23.7237
O 18.2895 -0.4663 19.0151
H 19.0561 -0.4235 19.5867
H 17.6501 -0.9794 19.5092
O 12.7274 1.7768 18.8810
H 13.0055 2.6831 19.0135
H 13.5349 1.3055 18.6762
O 16.5889 1.0703 17.6311
H 15.9557 0.4868 18.0493
H 17.4158 0.8861 18.0767
O 16.0545 1.4846 21.4407
H 16.6855 1.0644 22.0251
H 15.4710 0.7763 21.1683
O 17.3645 3.6269 18.8867
H 16.7660 3.8828 19.5885
H 17.0513 2.7670 18.6059
O 15.1826 1.3666 15.1476
H 15.6372 1.3823 15.9898
H 15.5514 2.1045 14.6621
O 19.7858 3.1001 20.8256
H 18.8537 2.8839 20.8008
H 19.9102 3.7099 20.0983
O 14.9105 -0.9465 19.0112
H 15.4685 -1.5371 19.5172
H 14.3201 -1.5270 18.5308
O 17.9505 0.4736 23.0179
H 18.7360 0.1651 22.5662
H 18.2642 0.7618 23.8751
O 17.5621 4.9628 22.2109
H 16.7792 5.2525 21.7426
H 17.8499 5.7350 22.6980
O 17.3763 -1.4743 15.5583
H 17.3516 -1.0041 16.3917
H 17.7109 -2.3427 15.7824
O 15.3245 6.3288 21.4742
H 15.2389 7.0176 20.8150
H 14.4528 6.2595 21.8634

=====

Run ii
54
Properties=species:S:1:pos:R:3 method="wB97M-V/def2-TZVPD" gap_ev=10.4 total_charge=0
O -4.0380 -0.2742 1.4193
H -4.9845 -0.2668 1.5617
H -3.8022 0.6488 1.3256
O -1.1795 -4.3031 -1.8109
H -1.2133 -5.2317 -1.5809
H -1.3996 -3.8466 -0.9988
O 0.9692 -3.8895 -3.4244
H 0.1043 -4.1546 -3.1114
H 1.4797 -4.6992 -3.4333
O 0.2286 1.3584 5.1613
H -0.3098 1.2425 4.3784
H 0.4150 2.2969 5.1876
O 2.1126 2.2591 -1.3650
H 1.5454 1.9265 -2.0606
H 2.8231 1.6202 -1.3087
O 0.2678 0.8914 -2.8550
H -0.6154 0.6759 -3.1545
H 0.7730 0.0918 -3.0025
O -0.2715 1.7270 2.2132
H 0.2832 2.4727 1.9845
H -0.2541 1.1677 1.4366
O -3.9632 -3.2563 2.2957
H -4.3620 -2.4045 2.1178
H -4.6662 -3.8873 2.1417
O -0.1310 0.0054 0.0377
H 0.3260 0.2228 -0.7748
H -0.5559 -0.8331 -0.1430
O 2.0361 -1.4328 -3.1779
H 2.6022 -1.1889 -2.4456
H 1.7752 -2.3343 -2.9896
O 3.1554 0.8494 1.0049
H 3.5238 1.6707 1.3305
H 2.2331 0.8828 1.2588
O -3.2405 1.1395 -3.2630
H -3.2551 1.5435 -2.3953
H -3.8502 0.4046 -3.1957
O -1.6578 3.9866 2.8150
H -2.5002 3.8482 2.3818
H -1.1225 3.2414 2.5424
O 3.5166 -2.3272 -0.6720
H 4.4041 -2.2241 -0.3285
H 3.3515 -3.2692 -0.6315
O 1.2127 3.5044 0.9021
H 0.9992 4.3676 0.5479
H 1.5218 3.0046 0.1465
O -2.7715 2.8374 -0.8785
H -3.2143 3.4480 -0.2891
H -2.1859 3.3877 -1.3985
O -1.1633 -3.0155 1.0921
H -0.4609 -2.3659 1.1205
H -1.5571 -2.9815 1.9639
O 5.8898 0.7828 0.6160
H 4.9393 0.6830 0.6680
H 6.2371 -0.0031 1.0379

=====

Run iii
54
Properties=species:S:1:pos:R:3 method="wB97M-V/def2-TZVPD" gap_ev=10.3 total_charge=0
O -2.2444 0.5146 -1.2948
H -2.8757 -0.0467 -1.7847
H -1.9074 -0.1165 -0.5993
O 1.6820 -0.2935 1.2578
H 1.5301 -1.2504 1.1133
H 0.8100 0.1375 1.4338
O -1.8489 -3.3908 -3.5763
H -1.0650 -2.8419 -3.6866
H -1.7022 -3.9974 -2.8210
O -1.2943 -4.4501 -1.1355
H -2.1037 -4.1110 -0.6373
H -1.2613 -5.4161 -1.0620
O 0.9542 0.9457 -2.7228
H 1.5648 1.0231 -1.9657
H 0.1716 1.5182 -2.5717
O -1.0776 2.7240 -1.9863
H -1.7764 3.2561 -2.3588
H -1.5363 1.9072 -1.6797
O -1.4576 -1.3805 0.8406
H -0.7191 -1.8843 0.4087
H -1.0977 -0.5436 1.2064
O 0.5114 2.9394 0.1344
H -0.0869 3.2021 -0.6044
H 1.2874 2.5498 -0.2799
O 2.7860 0.6870 3.9769
H 2.7579 0.1109 3.2115
H 3.3539 1.3969 3.5898
O 0.2741 -1.0074 -2.4216
H 1.0391 -0.3968 -2.5699
H -0.5062 -0.4661 -2.3117
O -3.2764 -3.0787 -0.3087
H -3.2614 -2.5526 -1.1490
H -2.7049 -2.4314 0.1829
O -3.4233 -1.5123 -2.5974
H -4.3571 -1.7846 -2.6261
H -2.8870 -2.1886 -3.1354
O 2.6260 1.1908 -0.7248
H 2.5203 0.5581 0.0027
H 3.5335 1.5480 -0.7953
O 1.6000 3.6039 2.5503
H 1.2431 2.9998 3.2316
H 0.9684 3.6198 1.8225
O 0.3759 1.6604 4.1720
H 1.2554 1.1703 4.1329
H -0.1441 1.3819 4.9330
O -0.7097 1.0483 1.6938
H -0.3282 1.8003 1.1796
H -0.6137 1.2286 2.6590
O 0.7312 -2.5296 -0.2087
H 0.1604 -3.3036 -0.2788
H 0.7756 -2.0471 -1.0754
O 4.1234 2.4545 2.3067
H 4.3427 3.0794 2.9805
H 3.2884 2.7649 1.9492

=====

Which of them is most stable, and which least? Most stable: run iii; least stable: run i.

=====

Run i
6
Properties=species:S:1:pos:R:3 method="wB97M-V/def2-TZVPD" gap_ev="9.4 / 7.2" total_charge=0
C -0.8854 1.7955 -1.6013
C -2.1923 1.6663 -0.8249
N -1.0050 1.1897 -0.4558
O -0.2571 1.9522 -2.6016
S -3.7258 1.8745 -0.3344
H -0.6125 -1.1340 -0.8487

=====

Run ii
6
Properties=species:S:1:pos:R:3 method="wB97M-V/def2-TZVPD" gap_ev=8.6 total_charge=0
C -0.1079 0.9347 -1.1906
C -0.1101 -1.1754 1.4480
N 0.4671 1.5596 -1.9699
O -0.8830 0.5692 -0.2477
S 1.3211 -1.6276 1.5420
H -0.6871 -0.2604 0.4182

=====

Run iii
6
Properties=species:S:1:pos:R:3 method="wB97M-V/def2-TZVPD" gap_ev=7.9 total_charge=0
C 1.3557 0.3445 -0.7904
C -1.1119 -0.1830 0.6499
N 1.0265 0.4712 -1.8908
O -1.6755 -0.7554 1.4863
S 1.4197 0.0585 0.8411
H -1.0145 0.0643 -0.2961

=====

Which of them is most stable, and which least? Most stable: run iii; least stable: run i.

=====

Run i
11
Properties=species:S:1:pos:R:3 method="wB97M-V/def2-TZVPD" smiles="C#CC(C#C)C=S" gap_ev=8.4 total_charge=0
C 2.2892 -1.7722 -0.4137
C 1.5517 -0.9223 -0.0046
C 0.3909 0.0471 0.4589
C 0.6864 1.3302 -0.0691
C 1.2705 2.5471 -0.1129
C -0.8489 -0.6932 0.5003
S -2.2512 -0.1663 -0.2789
H 2.9253 -2.6922 -0.4492
H 0.5628 0.1238 1.4062
H 1.3300 3.6402 -0.0220
H -0.8378 -1.6319 1.3739

=====

Run ii
11
Properties=species:S:1:pos:R:3 method="wB97M-V/def2-TZVPD" gap_ev="5.6 / 5.7" total_charge=0
C 2.5159 -1.6376 1.2796
C 1.1777 -1.5420 0.7867
C 1.9277 0.1998 -0.7316
C 0.5483 -0.2197 -1.0441
C 2.2191 -0.5762 0.3503
C 0.0041 -1.1122 0.0210
S 3.3410 -1.5447 -2.3078
H 2.4413 1.1302 -1.0025
H 0.2747 0.2778 -1.9418
H -0.6526 -1.9473 -0.2755
H -0.5959 -0.4632 0.7435

=====

Which of them is most stable, and which least? Most stable: run i; least stable: run ii.

=====

Run i
14
Properties=species:S:1:pos:R:3 method="wB97M-V/def2-TZVPD" gap_ev=9.7 total_charge=+1
C 0.2175 -0.0912 -1.8006
C 0.9215 -0.3583 0.5729
C -1.3881 0.8396 1.0989
N -0.8306 -0.0143 -1.0669
N 1.4379 -0.1041 -1.1879
N -0.5321 -0.2209 0.3702
Cl 3.0267 -0.7000 -1.5497
Br 1.4372 -2.0866 1.1995
H 0.2382 -0.0314 -2.7975
H 1.3338 0.6474 0.9557
H -2.2275 1.2185 0.5165
H -1.7968 0.3039 2.0540
H -0.7084 1.6313 1.2319
H -1.1291 -1.0339 0.4029

=====

Run ii
14
Properties=species:S:1:pos:R:3 method="wB97M-V/def2-TZVPD" gap_ev=8.6 total_charge=+1
C -0.9766 1.6307 -0.0705
C 0.5224 -0.0643 0.9673
C 0.5656 -1.3751 -1.2180
N 0.3317 1.3401 1.2520
N 0.2683 -0.1966 -0.5236
N -0.7324 0.6270 -0.7855
Cl -0.6250 -1.2312 1.8557
Br -0.0180 2.0248 2.8571
H -1.5344 2.4176 -0.0674
H 1.5821 -0.3293 1.2095
H 0.8609 -1.2441 -2.1826
H 1.3250 -1.7850 -0.6963
H -0.2183 -2.0855 -1.1379
H -1.3515 0.2709 -1.4598

=====

Which of them is most stable, and which least? Most stable: run i; least stable: run ii.

=====

Run i
17
Properties=species:S:1:pos:R:3 method="wB97M-V/def2-TZVPD" smiles="[H]/N=N/N.c1ccncc1" gap_ev=10.1 total_charge=0
H -2.7302 -1.7256 -1.5019
N -3.3193 -1.0922 -0.9585
N -2.6236 -0.8528 0.0420
N -2.8541 0.1596 0.8112
H -3.7675 0.7446 0.8176
H -2.0980 0.4804 1.4819
C 1.1716 -0.5169 -0.5284
C 0.8533 -0.2661 0.7597
C 1.5573 0.6704 1.4479
N 2.3330 1.5189 0.8872
C 2.7179 1.3197 -0.3702
C 2.1257 0.2887 -1.1074
H 0.6189 -1.3086 -0.9473
H 0.0753 -0.8143 1.3389
H 1.4976 0.7862 2.5517
H 3.4487 1.9581 -0.7425
H 2.5005 0.1603 -2.1639

=====

Run ii
17
Properties=species:S:1:pos:R:3 method="wB97M-V/def2-TZVPD" smiles="[H]/N=N/[C@]1(N)C=C1C.C#N" gap_ev=8.6 total_charge=0
H -3.1252 0.9119 -0.5751
N -2.1424 0.6109 -0.5888
N -1.5359 1.2468 0.3254
C -0.1722 1.1701 0.4000
N 0.3853 2.0945 1.2832
C 0.6640 0.8574 -0.7909
C 0.6269 -0.3493 -0.2957
C 1.6446 -1.3911 -0.0754
H 0.7081 1.7568 2.1820
H -0.0261 3.0151 1.2890
H 1.2518 1.4932 -1.4290
H 1.8591 -1.9398 -0.9895
H 2.5662 -0.9575 0.3431
H 1.2992 -2.1101 0.6677
C -1.2519 -2.0677 -0.5704
N -0.9069 -3.1372 -0.3178
H -1.8446 -1.2042 -0.8577

=====

Which of them is most stable, and which least? Most stable: run i; least stable: run ii.